<i>
DFT (wB97M-V/def2-TZVPD) results for a 2-piece molecular cluster, H4O2 overall.

Summary:
E_HOMO (eV): -11.1
SMILES: O.O
LUMO energy (eV): 0.8

XYZ file:
```
6
Properties=species:S:1:pos:R:3:lowdin_charge:R:1
O 1.350 -0.015 0.111 -0.05
O -1.611 -0.057 -0.111 -0.05
H 1.330 0.777 -0.445 0.06
H -2.033 0.079 0.764 0.06
H 1.662 -0.825 -0.301 0.05
H -0.697 0.041 -0.019 -0.06
```

=====

<ii>
DFT (wB97M-V/def2-TZVPD) results for a 2-piece molecular cluster, H4O2 overall.

Summary:
E_HOMO (eV): -11.0
SMILES: O.O
LUMO energy (eV): 0.6

XYZ file:
```
6
Properties=species:S:1:pos:R:3:lowdin_charge:R:1
O 0.250 -0.852 -0.888 -0.08
H 1.087 -1.070 -1.357 0.06
H -0.086 0.739 0.553 -0.01
O -0.345 1.311 1.293 -0.08
H -0.402 -0.829 -1.628 0.06
H -0.505 0.701 2.026 0.03
```

=====

<ii> takes first place; second place is 0.0050 hartree up.

=====

<i>
DFT (wB97M-V/def2-TZVPD) results for a 2-piece molecular cluster, H4O2 overall.

Summary:
E_HOMO (eV): -11.4
SMILES: O.O
LUMO energy (eV): 0.7

XYZ file:
```
6
Properties=species:S:1:pos:R:3:lowdin_charge:R:1
H -1.096 0.694 0.471 0.04
O -0.456 0.762 1.190 -0.06
H 0.939 0.018 -1.550 0.03
H 0.653 -1.134 -0.598 0.02
O 0.928 -0.945 -1.504 -0.06
H -0.969 0.605 1.991 0.04
```

=====

<ii>
DFT (wB97M-V/def2-TZVPD) results for a 2-piece molecular cluster, H4O2 overall.

Summary:
E_HOMO (eV): -11.6
SMILES: O.O
LUMO energy (eV): 0.8

XYZ file:
```
6
Properties=species:S:1:pos:R:3:lowdin_charge:R:1
O -2.135 0.136 -0.154 -0.06
H 1.374 0.749 0.159 0.08
O 1.914 -0.048 -0.165 -0.09
H -2.642 -0.549 0.336 0.05
H -1.326 -0.324 -0.298 0.00
H 2.815 0.036 0.123 0.01
```

=====

<iii>
DFT (wB97M-V/def2-TZVPD) results for a 2-piece molecular cluster, H4O2 overall.

Summary:
E_HOMO (eV): -11.2
SMILES: O.O
LUMO energy (eV): 0.9

XYZ file:
```
6
Properties=species:S:1:pos:R:3:lowdin_charge:R:1
O 1.458 -0.115 -0.012 -0.10
H 0.566 0.284 0.076 -0.01
H 2.041 0.665 -0.118 0.04
H -1.293 -0.578 -0.703 0.05
H -1.382 -0.389 0.804 0.08
O -1.391 0.131 -0.047 -0.08
```

=====

<iv>
DFT (wB97M-V/def2-TZVPD) results for a 2-piece molecular cluster, H4O2 overall.

Summary:
E_HOMO (eV): -10.7
SMILES: O.O
LUMO energy (eV): 0.4

XYZ file:
```
6
Properties=species:S:1:pos:R:3:lowdin_charge:R:1
H 0.636 0.418 -0.047 0.04
H 1.181 -1.033 0.541 0.05
H -1.373 -0.819 -0.583 0.08
O 1.379 -0.045 0.503 -0.15
H -1.924 0.359 0.196 0.11
O -1.194 0.179 -0.516 -0.13
```

=====

<iii> takes first place; second place is 0.0022 hartree up.

=====

<i>
DFT (wB97M-V/def2-TZVPD) results for a 2-piece molecular cluster, H4O2 overall.

Summary:
E_HOMO (eV): -11.4
SMILES: O.O
LUMO energy (eV): 0.7

XYZ file:
```
6
Properties=species:S:1:pos:R:3:lowdin_charge:R:1
O 1.768 -0.104 -0.224 -0.04
H -2.253 0.785 -0.067 0.04
H 2.240 0.559 0.304 0.05
O -2.135 -0.182 -0.093 -0.07
H -1.204 -0.289 -0.326 0.02
H 1.585 -0.768 0.405 0.01
```

=====

<ii>
DFT (wB97M-V/def2-TZVPD) results for a 2-piece molecular cluster, H4O2 overall.

Summary:
E_HOMO (eV): -10.4
SMILES: O.O
LUMO energy (eV): 0.5

XYZ file:
```
6
Properties=species:S:1:pos:R:3:lowdin_charge:R:1
H 2.056 -0.596 0.368 0.03
H -1.482 0.913 0.123 0.11
O 1.630 0.147 -0.114 -0.15
O -1.035 0.013 -0.013 -0.08
H 0.599 0.067 -0.011 0.01
H -1.769 -0.545 -0.353 0.08
```

=====

<i> takes first place; second place is 0.0042 hartree up.